# 1
# C3H3NO

The molecule C3H3NO at a distorted geometry (wB97M-V/def2-TZVPD, the OMol25 dataset).

```
8
Properties=species:S:1:pos:R:3:forces:R:3:mulliken_charge:R:1
H -1.289 1.289 1.150 0.76 0.17 0.15 0.3474
H -1.236 0.272 -1.168 -0.57 -0.42 0.11 0.3491
C -0.390 0.761 0.779 0.01 -0.24 -0.46 0.1564
H 0.524 -1.644 -1.335 0.59 0.78 0.31 0.3586
O 0.700 0.697 1.429 0.47 -1.31 -1.51 -0.4909
C -0.526 0.056 -0.394 -0.46 0.12 -0.23 -0.5648
C 0.591 -0.806 -0.605 0.38 0.66 0.47 0.1054
N 1.623 -0.642 0.119 -1.19 0.25 1.16 -0.2612
```
Positions in Å, forces in eV/Å.

Output
- energy above the lowest of the compared OMol25 structures with the same formula, charge and spin (eV) = 3.220
- E_tot (eV) = -6693.2720
- highest occupied orbital energy (spin up / spin down) (eV) = -9.1 / -9.1
- charge = 0
- LUMO (spin up / spin down) (eV) = -1.489 / -1.485
- orbital gap (spin up / spin down) (eV) = 7.57 / 7.58

---

# 2
# C47H96FO19P

A cluster of 10 separate species, C47H96FO19P in total at a distorted geometry (wB97M-V/def2-TZVPD, the OMol25 dataset).

```
164
Properties=species:S:1:pos:R:3:forces:R:3:mulliken_charge:R:1
H -3.585 -5.122 -2.342 0.02 0.04 -0.04 0.2967
H -4.029 -1.532 10.433 0.02 0.13 0.06 0.3046
C 4.771 -11.564 -15.161 0.09 0.02 -0.64 -0.9814
H -3.489 -4.968 -4.113 0.13 -0.15 0.18 0.2453
C -1.827 -5.560 4.673 -0.07 -0.26 0.60 -0.8845
H 6.062 -14.526 -12.895 -0.01 -0.07 -0.12 0.2999
C 2.873 -0.861 -1.571 0.04 0.20 0.14 -1.0828
H -1.538 8.015 2.524 0.42 0.15 1.46 0.2882
C 0.160 -9.998 -12.317 0.19 -0.20 -0.02 -0.7642
C -0.896 3.083 5.503 0.05 -3.25 -1.02 -0.3361
C -2.566 -1.874 -2.074 -0.22 0.19 0.27 0.1118
C -3.349 -4.446 -3.165 -0.35 0.21 -0.49 -1.0430
C 2.789 -9.146 -10.645 0.52 -0.30 0.24 0.6425
C -0.201 4.858 2.241 -0.40 -0.94 -0.93 -1.5206
F 1.997 8.028 5.183 -0.17 -1.42 0.61 -0.3581
H 0.780 -6.305 -7.164 -0.02 -0.02 0.09 0.2785
C -3.948 0.544 9.861 -0.18 -0.13 0.18 -0.4085
O 0.524 -0.370 -1.979 -0.49 -0.19 0.02 -0.2940
H 2.055 1.260 -3.414 0.12 -0.04 0.17 0.3627
O 3.954 -13.729 -14.337 -0.43 -0.29 -0.04 -0.3518
H 6.588 -13.160 -13.860 0.04 -0.06 -0.09 0.2683
H -2.007 -0.941 -1.981 0.15 -0.23 -0.11 -0.0707
H 2.980 4.924 6.340 0.05 1.15 -1.03 0.2887
H 2.831 -8.923 -12.817 -0.12 -0.23 -0.05 0.3303
H -0.383 5.744 1.532 0.53 -1.11 1.06 0.2642
H 3.866 7.969 12.088 -0.24 0.15 -0.01 0.3082
C 3.042 5.780 5.583 -0.20 0.07 -0.01 -1.1274
C -3.021 -5.145 3.857 0.15 -0.36 -0.44 0.7220
H 0.867 2.535 -3.452 -0.04 0.05 0.28 0.3369
C -4.681 -0.655 10.426 -0.11 -0.16 -0.10 -0.9980
H 4.373 8.015 10.420 -0.14 0.02 -0.16 0.3131
H 1.011 -10.545 -12.726 -0.06 0.07 -0.10 0.0649
P 0.020 5.461 4.039 -0.04 0.21 0.18 0.9322
C -0.497 11.454 3.604 0.29 -0.16 0.54 -0.2027
C -1.288 7.942 3.633 0.25 -0.72 -0.57 -0.8361
C -1.312 -7.711 -8.248 -0.26 -0.40 0.40 -0.7950
C -4.166 0.401 7.419 -0.17 -0.18 -0.42 0.8196
H -2.392 6.044 3.314 1.12 0.10 0.89 0.4054
C -3.252 -3.084 5.175 0.25 0.19 0.05 -0.3989
H 3.271 8.981 8.469 0.10 -0.04 -0.04 0.0410
H -1.456 -6.313 -5.899 0.05 0.01 -0.09 0.3660
H 0.045 2.651 0.645 -1.04 -0.13 0.79 0.0870
C 3.961 9.741 8.099 -0.17 -0.07 0.00 -0.5736
H -5.982 1.225 6.706 0.08 -0.26 -0.09 0.3208
H -1.807 -1.590 5.748 -0.08 0.01 -0.07 0.1942
H -5.983 1.049 8.441 -0.02 -0.19 0.09 0.3853
O -2.653 12.563 4.003 -0.51 -0.05 0.23 -0.3612
O -0.809 1.392 -1.896 0.34 -0.59 -0.07 -0.5479
H 4.383 -8.928 -12.023 -0.01 -0.20 0.19 0.3894
H -5.553 -0.916 9.823 -0.02 0.09 0.07 0.2800
H -0.174 10.429 3.793 -0.08 0.06 -0.25 -0.2452
H -1.127 -2.905 4.775 -0.04 -0.03 0.09 0.3535
C 0.398 6.153 5.800 1.04 1.68 1.85 -1.1245
O -1.718 -5.344 -7.737 -0.43 0.30 -0.08 -0.3711
H 4.439 9.362 7.193 -0.04 0.03 0.03 0.3577
C 1.336 1.798 -2.801 0.07 0.03 -0.64 -1.2530
C 0.589 -8.705 -11.655 -0.18 -0.22 -0.23 -0.2897
O 2.621 -11.966 -14.268 0.43 -0.48 -0.04 -0.5831
C 0.260 0.925 -2.218 -0.07 0.42 0.17 0.9118
H 5.320 -14.152 -15.863 -0.02 0.10 0.08 0.3564
O -3.445 0.271 8.545 0.50 0.15 -0.11 -0.3691
H 0.899 -5.475 -5.604 -0.10 0.02 -0.02 0.3227
H 1.232 3.668 5.425 -1.18 0.64 -1.10 0.5301
H -2.856 14.089 5.326 -0.08 -0.23 -0.13 0.3021
C -2.000 11.478 3.551 0.05 -0.42 -0.53 0.6708
C -3.222 -2.195 -0.747 -0.04 -0.22 0.04 -1.1407
H 4.305 -10.828 -15.818 -0.05 0.05 0.27 0.3169
H -0.562 14.182 3.301 0.02 0.02 0.11 0.2712
H 1.857 2.310 -1.990 -0.04 -0.02 -0.04 0.2737
H 5.656 10.882 8.734 -0.11 0.06 0.25 0.3133
H -1.912 3.470 2.976 0.87 0.23 -1.01 0.2514
C -2.045 13.606 4.778 0.16 0.15 -0.09 -0.3985
H 3.359 10.615 7.840 0.13 -0.02 -0.01 0.3081
H 1.409 -2.127 -2.482 -0.27 0.19 0.04 0.3174
O -2.641 -6.241 -9.535 0.28 0.20 0.54 -0.6027
H -2.116 -1.680 4.002 -0.09 0.04 0.14 0.2410
H -1.204 0.581 1.151 0.09 0.71 0.69 0.2220
C 0.426 -5.448 -6.587 0.16 -0.09 -0.13 -1.0342
H 2.941 5.342 4.535 0.14 0.62 1.43 0.2581
H 0.331 5.360 6.631 0.12 1.07 -1.15 0.4670
H -0.955 15.443 4.480 -0.03 -0.04 -0.01 0.3486
H 2.638 -1.175 -0.551 -0.01 -0.08 -0.12 0.3185
C -1.369 14.627 3.885 0.09 0.00 -0.19 -0.9278
H 0.787 4.340 1.956 -1.27 0.90 0.28 0.5070
C -2.003 -2.268 4.915 0.23 -0.03 -0.09 -0.6771
H -0.311 6.991 6.132 0.95 -1.08 -0.51 0.4087
H 5.648 9.265 9.401 -0.12 -0.01 0.04 0.3935
H -2.031 1.135 5.588 1.68 0.85 0.19 0.1917
H -1.391 -4.568 -5.887 -0.11 -0.09 -0.26 0.0166
C 3.686 8.465 11.133 0.49 -0.43 0.08 -0.8631
C 1.676 -1.068 -2.476 0.32 -0.13 0.05 -0.3685
O -1.605 -2.881 -2.434 0.49 0.10 -0.28 -0.2381
H -0.319 -10.658 -11.589 -0.04 0.14 -0.02 0.2933
H 0.642 3.068 3.816 -0.87 0.65 1.38 0.3476
H -1.622 3.688 6.136 0.96 -0.60 -1.30 0.2890
C -1.617 6.404 4.063 -1.16 1.12 -0.21 -0.9878
H -0.394 -7.794 -8.831 0.00 -0.03 0.08 0.0741
C -1.963 -6.388 -8.544 -0.02 -0.15 -0.51 0.7596
H 2.658 8.282 10.818 0.06 0.01 0.02 0.2157
C 1.877 6.803 5.936 -0.29 -1.14 1.02 0.4974
H -0.172 8.184 3.753 -1.67 -0.24 0.03 0.0833
O -3.561 -3.931 4.057 -0.53 -0.01 -0.10 -0.3875
O 3.472 -9.197 -9.650 -0.61 0.12 -0.33 -0.5970
H -2.138 6.427 5.078 0.95 -0.30 -1.23 0.5502
O 1.462 -8.960 -10.542 -0.18 0.36 0.44 -0.3285
H 3.475 -10.452 -12.176 -0.08 0.06 -0.03 0.0797
H 1.044 -8.002 -12.357 0.09 -0.10 0.05 0.3215
H -4.556 1.451 9.867 -0.03 -0.09 -0.10 0.3659
H 3.729 -1.437 -1.928 -0.06 0.01 0.01 0.3855
C 3.886 9.944 11.321 -0.45 -0.01 0.50 0.7185
C 3.690 -12.434 -14.581 -0.21 0.44 0.20 0.7324
O -2.616 10.570 3.043 0.00 0.89 0.33 -0.5659
C 6.302 -14.212 -13.914 0.05 0.16 0.13 -0.9460
C -1.394 3.810 2.027 -0.12 0.09 -1.31 -0.2265
H 7.161 -14.786 -14.265 -0.05 0.01 0.01 0.3512
H 5.493 -12.104 -15.769 0.13 -0.02 0.17 0.3760
H -1.092 -7.868 -7.195 0.22 0.08 -0.03 0.3317
O -3.625 0.306 6.341 -0.33 -0.22 0.80 -0.6519
H -2.196 4.359 1.412 1.01 -0.80 1.01 0.3688
H 1.192 6.190 3.575 -0.54 -0.29 0.16 -0.0182
C -0.985 2.541 1.112 -1.55 0.18 -0.42 -0.4276
C 0.333 3.718 4.711 0.45 -1.34 0.55 -0.7161
O -3.449 -5.860 2.981 0.00 0.56 0.39 -0.5798
H -3.911 -1.399 -0.457 0.06 -0.01 -0.03 0.3909
H -3.777 -3.134 -0.787 -0.05 0.09 0.00 0.3527
H -0.182 1.087 4.954 -1.56 0.90 0.14 0.1515
H -0.544 -9.800 -13.128 0.02 0.01 0.05 0.3686
H -1.778 -5.088 5.652 0.12 0.17 -0.08 0.3147
H -0.290 -8.204 -11.244 0.21 0.00 0.18 0.2930
C -1.082 -5.448 -6.451 0.27 -0.02 0.06 -0.0242
H 3.163 0.190 -1.519 0.04 -0.05 -0.09 0.2821
O 4.391 10.670 10.307 0.30 0.44 0.09 -0.3564
C -1.066 1.682 5.364 0.49 2.68 0.14 -0.3579
H 0.760 -4.551 -7.114 -0.09 -0.01 0.10 0.3303
C 5.111 -14.423 -14.826 0.27 0.02 0.08 -0.4069
H -1.936 8.697 4.168 0.86 -1.06 -0.56 0.3438
H -0.918 -5.337 4.113 -0.05 -0.01 0.03 0.2403
O -1.024 -4.748 -3.466 -0.14 0.56 0.27 -0.6003
H -5.014 -0.457 11.446 0.03 0.00 -0.05 0.3654
H -1.369 13.191 5.530 0.02 -0.04 -0.12 0.3618
O -1.147 1.279 1.841 0.49 0.43 -0.96 -0.4538
C 3.390 -9.379 -12.004 0.18 0.50 -0.39 -0.7917
H 4.070 6.246 5.682 -1.27 -0.39 -0.12 0.3697
H -3.074 0.755 10.481 0.06 -0.02 -0.29 0.3085
H -4.050 -3.615 -3.166 -0.01 -0.01 0.21 0.3651
H -4.103 -2.409 5.289 -0.01 -0.16 -0.20 0.1882
H 5.287 -11.049 -14.350 -0.02 -0.02 -0.04 0.2469
H -2.085 15.041 3.171 -0.01 -0.01 0.14 0.2946
H -3.291 -1.721 -2.877 0.02 -0.17 0.02 0.2970
H 1.880 -0.796 -3.515 -0.03 0.12 0.09 0.3635
C -5.656 0.575 7.519 -0.24 0.60 0.08 -1.1375
H -1.742 2.473 0.250 1.27 0.36 1.05 0.3324
H -6.135 -0.400 7.418 0.02 0.05 0.00 0.2735
H -0.101 11.786 2.643 -0.02 -0.03 0.05 0.2329
H -1.999 -8.507 -8.539 0.11 0.13 -0.22 0.3374
H -2.466 -2.308 0.034 -0.02 0.10 -0.08 0.2882
C 5.002 10.106 9.138 -0.15 -0.12 -0.18 -0.6029
H -1.888 -6.634 4.852 0.06 0.06 -0.27 0.3105
O 3.533 10.491 12.338 0.31 -0.03 -0.66 -0.5617
C -1.909 -4.028 -3.059 0.06 -0.43 0.12 0.7716
H 1.998 7.084 7.039 -0.01 -0.06 -1.53 0.0971
H -3.193 -3.663 6.100 0.08 -0.07 -0.10 0.3564
H -0.074 12.060 4.402 0.02 0.17 -0.13 0.2899
H 4.848 -15.483 -14.832 -0.22 0.18 0.06 0.3110
```
Positions in Å, forces in eV/Å.

Output
- SMILES = C=CC[PH](CC)(CCCO)C[C@@H](C)F.CCOC(C)=O.CCOC(C)=O.CCOC(C)=O.CCOC(C)=O.CCOC(C)=O.CCOC(C)=O.CCOC(C)=O.CCOC(C)=O.CCOC(C)=O
- E_tot (eV) = -101199.7118
- highest occupied orbital energy (eV) = -7.6
- charge = 0
- LUMO (eV) = 0.469
- orbital gap (eV) = 8.08

---

# 3
# C5H14

A cluster of 2 separate species, C5H14 in total at a distorted geometry (wB97M-V/def2-TZVPD, the OMol25 dataset).

```
19
Properties=species:S:1:pos:R:3:forces:R:3:mulliken_charge:R:1
H 0.360 0.439 1.014 -0.05 0.35 -0.10 -0.0128
C -1.716 -1.663 0.697 1.31 -1.02 -1.55 -0.2556
H -2.974 -1.951 -1.087 0.14 0.14 -0.53 0.2940
H 0.489 2.758 1.358 -0.02 0.07 -0.19 0.3495
H -2.629 -1.469 1.244 0.10 -0.35 0.28 0.3427
H -0.964 -0.919 0.892 -0.29 0.83 0.10 -0.2579
H -0.202 0.908 -0.565 0.25 0.65 0.19 0.2501
H 1.761 -0.891 -0.758 -0.89 0.35 -0.47 0.3378
H 2.272 0.781 -1.251 0.51 -0.08 -0.86 0.3306
H -1.250 -2.549 -1.278 -0.71 -0.47 0.25 0.2653
H -1.098 -2.537 0.948 -1.09 -0.30 0.81 0.2514
H -1.431 -0.921 -1.280 -0.99 0.52 -0.48 0.1680
C 1.855 0.164 -0.484 0.17 0.54 1.69 -1.1966
H 1.098 3.124 -0.274 -0.64 -0.26 -0.06 0.3398
C -1.927 -1.793 -0.858 1.38 0.46 1.12 -0.7573
H 2.620 0.062 0.310 -0.14 0.48 -0.23 0.3176
C 1.094 2.376 0.532 0.05 1.42 -0.45 -1.3280
C 0.659 0.999 0.117 0.69 -2.56 0.02 0.2396
H 2.135 2.491 0.826 0.21 -0.79 0.45 0.3220
```
Positions in Å, forces in eV/Å.

Output
- energy above the lowest of the compared OMol25 structures with the same formula, charge and spin (eV) = 0.941
- SMILES = CCC.CC
- E_tot (eV) = -5411.1089
- highest occupied orbital energy (eV) = -11.0
- charge = 0
- LUMO (eV) = 1.131
- orbital gap (eV) = 12.13